Entry 1:
Here is a 2-piece molecular cluster, H2N3O2 overall at a distorted geometry from the OMol25 dataset. Energies are from ωB97M-V/def2-TZVPD.

Positions of all 7 atoms, in Å:
N  0.7654  -0.2031  -0.7607
N  -1.1644  -0.4814  -0.8717
N  0.9313  0.2552  0.3929
H  -1.2584  0.4670  -0.6936
O  0.0917  0.4705  1.2544
H  -1.5467  -0.8722  -0.0038
O  2.1811  0.3641  0.6826

For the lowest unoccupied orbital energy, the calculation gives 4.852 eV. For the energy relative to the best compared isomer or geometry (same formula, charge and spin), the calculation gives 73.57 kcal/mol. As for the charge: -1. The molecular weight is 76.0 g/mol. The calculation puts the HOMO-LUMO gap at 8.93 eV. As for the strongest force on any atom: 4.9 eV/Å.

Formally, the Löwdin partial charges of the atoms, in units of the elementary charge, are as follows: number 1, N, carries 0.096; number 2, N, carries -0.026; number 3, N, carries -0.689; number 4, H, carries -0.085; number 5, O, carries -0.103; number 6, H, carries -0.027; number 7, O, carries -0.165


Entry 2:
Here is H2N3O2S as an isolated structure at a distorted geometry from the OMol25 dataset. Energies are from ωB97M-V/def2-TZVPD.

Positions of all 8 atoms, in Å:
S  1.4138  0.5273  0.1891
O  2.7810  0.9731  -0.0565
N  -1.9850  0.1679  0.1099
N  -2.5510  1.0797  0.4126
H  -0.6193  -0.9582  -0.5476
N  -1.6616  -0.9324  -0.3007
O  0.8201  0.0165  -1.0541
H  1.8020  -0.8739  1.2473

For the lowest unoccupied orbital energy, the calculation gives 4.250 eV. For the energy relative to the best compared isomer or geometry (same formula, charge and spin), the calculation gives 0.00 kcal/mol. As for the charge: -1. The molecular weight is 108.1 g/mol. The calculation puts the HOMO-LUMO gap at 7.77 eV. As for the strongest force on any atom: 2.3 eV/Å.

Formally, the Löwdin partial charges of the atoms, in units of the elementary charge, are as follows: number 1, S, carries 0.468; number 2, O, carries -0.637; number 3, N, carries -0.356; number 4, N, carries 0.140; number 5, H, carries 0.034; number 6, N, carries 0.057; number 7, O, carries -0.633; number 8, H, carries -0.073


Entry 3:
Here is a 2-piece molecular cluster, H2N3O2S overall at a distorted geometry from the OMol25 dataset. Energies are from ωB97M-V/def2-TZVPD.

Positions of all 8 atoms, in Å:
H  -1.2043  -0.7623  2.1160
N  0.6561  1.1606  -1.2757
O  -0.5212  1.5340  -1.2964
S  1.8490  1.8218  -2.2089
H  -0.8556  -2.1899  1.4119
O  0.4887  -0.2527  0.4408
N  1.1094  0.1034  -0.5911
N  -1.5220  -1.4149  1.4034

For the lowest unoccupied orbital energy (spin up / spin down), the calculation gives 3.296 / 3.220 eV. For the energy relative to the best compared isomer or geometry (same formula, charge and spin), the calculation gives 79.80 kcal/mol. As for the charge: -1. The molecular weight is 108.1 g/mol. The calculation puts the HOMO-LUMO gap (spin up / spin down) at 7.42 / 6.67 eV. As for the strongest force on any atom: 2.5 eV/Å.

Formally, the Löwdin partial charges of the atoms, in units of the elementary charge, are as follows: number 1, H, carries -0.052; number 2, N, carries -0.863; number 3, O, carries -0.139; number 4, S, carries 0.392; number 5, H, carries -0.050; number 6, O, carries -0.160; number 7, N, carries -0.180; number 8, N, carries 0.053


Question: Among the records above, which one has the lowest molecular weight?
Answer: H2N3O2


Copy entry 1 word for word.
Here is a 2-piece molecular cluster, H2N3O2 overall at a distorted geometry from the OMol25 dataset. Energies are from ωB97M-V/def2-TZVPD.

Positions of all 7 atoms, in Å:
N  0.7654  -0.2031  -0.7607
N  -1.1644  -0.4814  -0.8717
N  0.9313  0.2552  0.3929
H  -1.2584  0.4670  -0.6936
O  0.0917  0.4705  1.2544
H  -1.5467  -0.8722  -0.0038
O  2.1811  0.3641  0.6826

For the lowest unoccupied orbital energy, the calculation gives 4.852 eV. For the energy relative to the best compared isomer or geometry (same formula, charge and spin), the calculation gives 73.57 kcal/mol. As for the charge: -1. The molecular weight is 76.0 g/mol. The calculation puts the HOMO-LUMO gap at 8.93 eV. As for the strongest force on any atom: 4.9 eV/Å.

Formally, the Löwdin partial charges of the atoms, in units of the elementary charge, are as follows: number 1, N, carries 0.096; number 2, N, carries -0.026; number 3, N, carries -0.689; number 4, H, carries -0.085; number 5, O, carries -0.103; number 6, H, carries -0.027; number 7, O, carries -0.165